Version i
Entry from the Open Molecules 2025 dataset: C5H35N2O12 as an isolated structure (ωB97M-V with the def2-TZVPD basis set).

Structure (XYZ):
```
54
C5H35N2O12 ωB97M-V with the def2-TZVPD basis set
C -0.8858 -0.1927 -0.8936
O -0.8165 -1.5780 -0.8108
C -1.4740 0.3776 0.4603
C -1.7882 1.8681 0.3785
C -0.6309 2.5552 0.9535
C 1.3261 3.6617 -0.1368
N 0.4197 2.4419 -0.0424
N -2.6284 -0.5212 0.8082
H -1.5486 0.0844 -1.8059
H 0.1705 0.2505 -1.1157
H -0.6848 0.0383 1.1728
H -2.8452 2.0258 0.9522
H -2.0791 2.2763 -0.6296
H -0.2778 2.3266 2.0119
H -0.9110 3.6904 1.1291
H 2.1941 3.4071 -0.6759
H 0.6768 4.5065 -0.6181
H 1.6574 4.1805 0.8026
H 0.8771 1.6392 0.0974
H -3.5213 -0.0417 0.6643
H -2.7237 -1.4031 0.1660
H 1.5799 -1.0872 -1.5436
H 2.4675 -0.3342 -2.3275
O 2.2444 -1.2747 -2.2054
H -0.0946 2.6607 -3.0307
H -0.5715 2.1642 -1.7069
O -0.9043 2.4838 -2.5559
H 0.6768 -1.9383 -3.4057
H -0.4894 -1.7806 -2.4461
O -0.2864 -1.8752 -3.4262
H 1.4105 0.3123 3.6860
H 0.2410 0.3437 2.8209
O 0.8422 0.8399 3.1603
H 3.2125 -2.0847 -0.9447
H 3.2350 -1.9070 0.5131
O 3.6904 -2.3634 -0.1822
H 0.8299 -2.5160 3.2089
H 1.7885 -2.5152 2.1577
O 1.7819 -2.4375 3.1542
H -1.2069 1.2117 -3.7703
H -0.7140 -0.2679 -3.9762
O -1.1246 0.5367 -4.3363
H -2.2415 -2.9645 0.9451
H -1.6971 -2.8924 -0.3393
O -2.3926 -3.4555 0.1189
H 2.1486 0.6231 1.4787
H 1.5968 -0.7931 0.6919
O 2.0173 0.0378 0.6848
H -0.0103 -1.9884 0.0271
H 1.2529 -3.1936 0.6273
O 0.9750 -2.3320 0.7110
H -2.0629 -0.5699 3.4986
H -1.4220 -1.4159 2.5153
O -1.2798 -0.8202 3.3295
```

Properties
Charge: -1
Lowest unoccupied orbital energy in eV: 2.698

---

Version ii
Entry from the Open Molecules 2025 dataset: a 12-piece molecular cluster, C5H35N2O12 overall (ωB97M-V with the def2-TZVPD basis set).

Structure (XYZ):
```
54
C5H35N2O12 ωB97M-V with the def2-TZVPD basis set
C 2.8337 -1.8392 -1.6833
N 2.6507 -1.1824 -2.9829
C 1.5018 -1.6837 -0.8961
C 1.0614 -3.0549 -0.3306
C -0.2235 -2.9536 0.4807
N 1.6893 -0.7048 0.2100
C 1.4031 0.6692 -0.2621
O 0.1628 0.7849 -0.9176
H 3.2788 -2.8211 -1.8405
H 3.7150 -1.3466 -1.1855
H 1.8738 -1.5976 -3.5189
H 2.3844 -0.2122 -2.9549
H 0.7174 -1.2072 -1.5223
H 1.0537 -3.7675 -1.1672
H 1.9339 -3.3676 0.2512
H -0.7620 -1.9931 0.4339
H -0.8561 -3.7479 0.1313
H -0.0443 -3.2175 1.5285
H 0.9955 -0.8459 0.9622
H 2.1495 1.1571 -0.9285
H 1.3347 1.2962 0.6619
H 3.9920 -0.8860 2.2949
H 2.6569 -1.4346 1.6942
O 3.2205 -1.4213 2.4916
H -2.3486 0.3827 -1.9705
H -0.6279 3.7188 -0.8194
O -2.1906 -0.1201 -1.1476
H -0.0239 2.2284 -0.9548
H -1.2118 -0.0904 -1.0957
O 0.1311 3.2416 -1.1698
H -0.6043 3.0237 1.3330
H 0.2343 2.8695 2.6564
O -0.3219 3.4602 2.1403
H -3.4619 -0.2332 -0.0548
H -4.4440 0.9275 0.4910
O -4.3324 -0.0170 0.3592
H -2.7218 2.5655 3.0437
H -3.3571 1.1476 2.3466
O -3.1562 1.7178 3.0823
H -1.4518 2.8171 -2.3903
H -0.5024 1.8847 -2.8778
O -1.3697 2.2475 -3.1659
H -1.6513 -0.5386 3.7193
H -0.7201 -0.1318 2.5748
O -0.7601 -0.6598 3.3813
H -2.2248 0.5592 0.6170
H -0.7350 0.9343 0.7819
O -1.6451 1.0398 1.1978
H 1.8273 3.8138 2.1573
H 2.7201 3.0951 1.0253
O 2.3103 3.0199 1.8989
H -2.6336 -2.7374 -3.0996
H -1.7438 -2.0237 -2.1904
O -1.7062 -2.7652 -2.8193
```

Properties
Charge: -1
Lowest unoccupied orbital energy in eV: 2.722

---

The winner here is version ii, beating the second structure by 43.9 kcal/mol.

---

Version i
Entry from the Open Molecules 2025 dataset: C51H40BrCl4F3N2O4SSbW as an isolated structure (ωB97M-V with the def2-TZVPD basis set).

Structure (XYZ):
```
108
C51H40BrCl4F3N2O4SSbW ωB97M-V with the def2-TZVPD basis set
W 0.7765 -0.3798 0.0021
C 3.7845 2.5253 -1.8433
C 2.4638 3.2422 -1.7283
C 2.4570 4.6316 -1.6975
C 1.2703 5.3447 -1.6963
C 0.0622 4.6728 -1.7458
C 0.0158 3.2825 -1.7506
C -1.2957 2.5749 -1.9259
C 1.2253 2.5893 -1.7066
N 1.1808 1.1315 -1.8115
C 1.3872 0.7029 -3.0021
C 1.5911 1.5585 -4.2104
C 1.3258 -0.7618 -3.2405
C 1.6291 -1.2867 -4.6081
N 0.9346 -1.4719 -2.2622
C 0.4690 -2.8036 -2.5856
C 1.2122 -3.9372 -2.2351
C 2.5893 -3.8563 -1.6478
C 0.6515 -5.1848 -2.4798
C -0.5973 -5.3104 -3.0647
C -1.2864 -4.1799 -3.4610
C -0.7640 -2.9067 -3.2506
C -1.5301 -1.7355 -3.8124
H 4.5055 2.9471 -1.1438
H 4.1926 2.6588 -2.8498
H 3.7198 1.4626 -1.6307
H 3.4059 5.1581 -1.6894
H 1.2886 6.4283 -1.6787
H -0.8695 5.2263 -1.7897
H -2.1202 3.2855 -1.8777
H -1.4735 1.7971 -1.1908
H -1.3488 2.0823 -2.9026
H 1.4207 2.6096 -4.0197
H 0.9209 1.2207 -5.0031
H 2.6112 1.4252 -4.5798
H 2.5759 -0.8722 -4.9590
H 0.8577 -0.9929 -5.3225
H 1.6941 -2.3691 -4.5978
H 3.0117 -2.8613 -1.7105
H 3.2565 -4.5465 -2.1666
H 2.5818 -4.1423 -0.5935
H 1.2164 -6.0708 -2.2118
H -1.0215 -6.2920 -3.2359
H -2.2464 -4.2740 -3.9588
H -2.5928 -1.8294 -3.5889
H -1.4339 -1.7198 -4.9018
H -1.2099 -0.7656 -3.4368
O -2.9826 0.0231 -1.5467
C -2.2574 -0.7233 -0.9571
O -1.0181 -0.3097 -0.5989
C -2.5529 -2.1092 -0.5815
C -3.8687 -2.5409 -0.7896
C -4.2482 -3.8270 -0.4826
C -3.2977 -4.7061 0.0376
C -1.9993 -4.2942 0.2449
C -1.5988 -2.9834 -0.0561
S 0.0835 -2.6828 0.3245
H -4.5764 -1.8315 -1.1988
H -5.2689 -4.1518 -0.6379
H -3.5772 -5.7234 0.2848
H -1.2713 -4.9891 0.6495
Cl 3.9065 -3.5644 5.1443
C 3.5728 -2.8385 3.6243
C 4.4959 -2.9379 2.5822
Cl 5.9903 -3.7458 2.8282
C 4.2125 -2.3918 1.3266
Cl 5.3336 -2.4679 0.0316
C 3.0063 -1.7394 1.1534
O 2.5262 -1.2517 -0.0099
C 2.1350 -1.5530 2.2207
O 1.0693 -0.7956 1.9208
C 2.3730 -2.1436 3.4467
Cl 1.1830 -2.0510 4.6790
F 1.0457 1.9474 7.7901
C 0.7526 1.8142 6.4907
C 1.7657 1.4960 5.6075
C 1.4594 1.3522 4.2641
C 0.1561 1.5309 3.8168
C -0.8438 1.8545 4.7346
C -0.5544 1.9980 6.0812
Sb -0.5405 1.4250 1.8285
C -2.3327 0.3534 2.1479
C -3.5546 0.6083 1.5310
C -4.6344 -0.2417 1.7232
C -4.4638 -1.3524 2.5262
F -5.4985 -2.1823 2.7043
C -3.2620 -1.6452 3.1442
C -2.1959 -0.7829 2.9502
C -0.8835 3.4653 1.4650
C -2.0704 3.9978 0.9717
C -2.2323 5.3706 0.8662
C -1.1914 6.1898 1.2623
F -1.3437 7.5141 1.1591
C 0.0001 5.6922 1.7555
C 0.1479 4.3194 1.8545
H 2.7740 1.3557 5.9751
H 2.2470 1.1011 3.5697
H -1.8701 1.9970 4.4122
H -1.3186 2.2481 6.8054
H -3.6911 1.4551 0.8749
H -5.5928 -0.0571 1.2542
H -3.1741 -2.5295 3.7632
H -1.2521 -1.0012 3.4331
H -2.8883 3.3606 0.6639
H -3.1492 5.8094 0.4952
H 0.7865 6.3735 2.0553
H 1.0764 3.9198 2.2476
Br 2.4606 1.5654 0.9399
```

Properties
Charge: +1
Lowest unoccupied orbital energy in eV: -4.803

---

Version ii
Entry from the Open Molecules 2025 dataset: C51H40BrCl4F3N2O4SSbW as an isolated structure (ωB97M-V with the def2-TZVPD basis set).

Structure (XYZ):
```
108
C51H40BrCl4F3N2O4SSbW ωB97M-V with the def2-TZVPD basis set
W 0.3914 1.0369 0.4239
C -3.2804 1.7585 3.0160
C -3.5712 0.4957 2.2450
C -4.8911 0.1129 2.0263
C -5.2032 -1.1334 1.5064
C -4.1936 -2.0487 1.2528
C -2.8616 -1.7068 1.4540
C -1.7921 -2.7702 1.4180
C -2.5701 -0.3975 1.8613
N -1.1575 -0.1184 2.0215
C -0.6903 -0.4380 3.1715
C -1.5091 -0.7732 4.3773
C 0.7873 -0.6021 3.2714
C 1.3731 -1.1476 4.5322
N 1.4236 -0.3465 2.2035
C 2.8257 -0.6745 2.1586
C 3.7792 0.1455 2.7602
C 3.4113 1.3256 3.6175
C 5.1180 -0.1811 2.5654
C 5.4844 -1.2922 1.8248
C 4.5105 -2.1324 1.3040
C 3.1641 -1.8463 1.4756
C 2.0969 -2.8017 1.0057
H -3.8185 2.6046 2.5915
H -2.2230 2.0120 3.0255
H -3.6211 1.6380 4.0482
H -5.6831 0.7987 2.3017
H -6.2374 -1.4092 1.3475
H -4.4345 -3.0529 0.9251
H -2.1149 -3.6254 0.8290
H -1.6064 -3.1331 2.4344
H -0.8454 -2.4141 1.0143
H -2.5476 -0.4865 4.2630
H -1.0838 -0.2710 5.2471
H -1.4705 -1.8462 4.5781
H 0.7994 -2.0034 4.8866
H 1.3290 -0.3820 5.3108
H 2.4088 -1.4407 4.3934
H 2.3743 1.6280 3.5118
H 4.0179 2.1908 3.3564
H 3.6035 1.0982 4.6696
H 5.8779 0.4554 3.0021
H 6.5313 -1.5186 1.6708
H 4.7963 -3.0260 0.7621
H 2.5347 -3.5890 0.3947
H 1.3226 -2.3017 0.4226
H 1.5998 -3.2780 1.8564
O 1.4243 3.8687 2.9973
C 0.9245 3.5792 1.9522
O 0.3252 2.3657 1.7803
C 0.7560 4.5374 0.8158
C 0.7579 5.8801 1.1948
C 0.5301 6.8886 0.2785
C 0.2978 6.5655 -1.0495
C 0.3147 5.2415 -1.4511
C 0.5468 4.2235 -0.5302
S 0.7635 2.6278 -1.2628
H 0.9320 6.1058 2.2379
H 0.5252 7.9203 0.6019
H 0.1070 7.3415 -1.7785
H 0.1576 4.9828 -2.4903
Cl 7.0382 1.3716 -1.1465
C 5.3979 0.8860 -1.0469
C 4.9435 -0.1943 -1.8098
Cl 6.0200 -1.0479 -2.8390
C 3.6072 -0.5914 -1.7304
Cl 3.0130 -1.9722 -2.5650
C 2.7719 0.1191 -0.8965
O 1.4424 -0.1316 -0.7288
C 3.2206 1.1569 -0.0994
O 2.3057 1.6162 0.7555
C 4.5356 1.5685 -0.1803
Cl 5.0575 2.8872 0.7834
F 2.1221 -0.7879 -7.0538
C 1.4275 -0.6911 -5.9140
C 0.4324 -1.6132 -5.6564
C -0.2763 -1.5106 -4.4683
C 0.0143 -0.5015 -3.5504
C 1.0153 0.4186 -3.8502
C 1.7289 0.3291 -5.0344
Sb -1.1605 -0.4182 -1.7774
C -1.5496 -2.5018 -1.7210
C -0.4615 -3.3698 -1.6402
C -0.6570 -4.7412 -1.6488
C -1.9511 -5.2210 -1.7542
F -2.1463 -6.5452 -1.7643
C -3.0454 -4.3843 -1.8636
C -2.8365 -3.0112 -1.8459
C -2.9875 0.3168 -2.5381
C -3.0703 0.7146 -3.8660
C -4.2764 1.1700 -4.3849
C -5.3766 1.2133 -3.5545
F -6.5427 1.6526 -4.0454
C -5.3202 0.8262 -2.2263
C -4.1129 0.3831 -1.7165
H 0.2215 -2.3921 -6.3763
H -1.0582 -2.2312 -4.2641
H 1.2690 1.2090 -3.1634
H 2.5174 1.0296 -5.2752
H 0.5510 -2.9789 -1.5918
H 0.1699 -5.4360 -1.5897
H -4.0350 -4.8076 -1.9717
H -3.6867 -2.3475 -1.9377
H -2.2004 0.6751 -4.5102
H -4.3660 1.4889 -5.4142
H -6.2085 0.8875 -1.6119
H -4.0507 0.1086 -0.6699
Br -1.9638 2.1586 0.1225
```

Properties
Charge: +1
Lowest unoccupied orbital energy in eV: -5.081

---

The winner here is version i, beating the second structure by 2.4 kcal/mol.

---

Version i
Entry from the Open Molecules 2025 dataset: C6H6Cl2 as an isolated structure (ωB97M-V with the def2-TZVPD basis set).

Structure (XYZ):
```
14
C6H6Cl2 ωB97M-V with the def2-TZVPD basis set
C -0.6571 -1.0617 0.0036
C -0.1260 -0.0101 1.0457
C 1.3577 -0.0975 0.6477
C 1.3352 -0.1136 -0.6799
C -0.1365 0.0270 -0.9927
C -0.5342 1.1150 0.0666
H -0.1412 -1.9998 -0.0091
H -0.4329 -0.0064 2.0676
H 2.2300 -0.0281 1.2949
H 2.1616 -0.1510 -1.4178
H -0.4947 0.1069 -2.0306
H 0.0329 2.0379 0.0062
Cl -2.4118 -1.5382 0.0033
Cl -2.1830 1.7196 -0.0055
```

Properties
Lowest unoccupied orbital energy in eV: 0.954

---

Version ii
Entry from the Open Molecules 2025 dataset: a 2-piece molecular cluster, C6H6Cl2 overall (ωB97M-V with the def2-TZVPD basis set).

Structure (XYZ):
```
14
C6H6Cl2 ωB97M-V with the def2-TZVPD basis set
C 0.7101 2.5171 1.0372
C 0.3613 1.4793 0.4653
C -0.6169 -0.0862 -1.5937
C -0.1288 0.3893 -0.2632
C -1.4685 -0.2822 -0.3863
C 1.4472 -1.4027 0.7877
Cl -1.7227 -1.8962 0.2392
Cl -2.9435 0.8416 -0.0804
H 1.0475 3.1871 1.7842
H -1.0963 0.6465 -2.2670
H -0.2938 -0.9797 -2.1239
H 2.2560 -0.8529 0.2571
H 0.9216 -2.2369 0.2309
H 1.5269 -1.3240 1.9130
```

Properties
Lowest unoccupied orbital energy (spin up / spin down) in eV: -0.097 / -1.071

---

The winner here is version i, beating the second structure by 110.4 kcal/mol.